No. 1
A molecular structure, H11N8OP3. Source: the OMol25 dataset; level of theory: ωB97M-V with the def2-TZVPD basis set.

Geometry as XYZ:
```
23
Properties=species:S:1:pos:R:3
H 0.44 2.52 -1.94
H -0.49 3.46 -0.94
H -2.08 -3.08 -0.87
P -0.63 -1.38 -0.30
H 4.29 -0.95 -0.69
N -3.76 -0.21 1.17
H 2.43 -1.40 2.12
N 1.69 0.85 -0.54
H -4.39 -0.21 1.94
N 2.55 -0.49 1.62
O -0.17 1.86 1.18
N 0.89 -1.78 -0.11
N -0.84 0.18 -0.63
P 0.21 1.45 -0.20
N -0.28 2.62 -1.35
H 2.26 0.40 2.00
H -4.19 0.48 0.56
N -1.98 -2.04 -0.60
N 3.32 -1.20 -0.97
P 2.04 -0.64 0.00
H -2.79 -0.11 1.40
H 3.25 -0.73 -1.85
H -1.76 0.39 -0.98
```

Summary:
- Highest occupied orbital energy: -9.41 eV
- Energy: -1544.1036 Ha
- Frontier orbital gap: 9.44 eV

From a Löwdin analysis of the wavefunction, the atomic charges in e read: -0.0260 0.0143 0.0459 0.5903 0.0703 0.0160 0.0644 -0.2911 -0.0056 -0.0774 -0.3705 -0.3107 -0.2382 0.2945 -0.0124 0.0381 0.0081 -0.1752 -0.0982 0.3967 -0.0255 0.0208 0.0715

---

No. 2
5 unconnected molecules or ions with the total composition H11O5. Source: the OMol25 dataset; level of theory: ωB97M-V with the def2-TZVPD basis set.

Geometry as XYZ:
```
16
Properties=species:S:1:pos:R:3
H -1.50 2.73 1.31
H -1.55 -0.73 0.10
H 2.24 -0.48 -0.11
H 4.44 -0.49 0.62
H 1.48 -1.26 -1.20
O 1.32 -0.66 -0.45
O 3.72 0.04 0.22
O -0.85 -0.20 0.60
H -3.65 -1.04 -0.84
H -3.10 -2.24 -0.14
O -1.19 2.46 0.45
O -2.79 -1.46 -0.64
H 4.22 0.67 -0.35
H -0.84 0.77 0.36
H 0.05 -0.55 0.17
H -1.99 2.44 -0.09
```

Summary:
- Highest occupied orbital energy: -15.87 eV
- Energy: -382.5662 Ha
- Frontier orbital gap: 12.84 eV
- Charge: +1

From a Löwdin analysis of the wavefunction, the atomic charges in e read: 0.0745 0.0796 0.0334 0.0923 0.1075 -0.0205 -0.0341 0.1521 0.1060 0.0953 -0.0080 -0.0224 0.1050 0.0943 0.0626 0.0824